1.
Density functional theory data (ωB97M-V with the def2-TZVPD basis set) for an isolated molecule of C4H7Cl in a non-equilibrium geometry.

Computed properties:
HOMO energy, eV: -10.44
E_LUMO, eV: 1.08
Energy, Ha: -616.7631
SMILES: ClC1CCC1

The geometry in ORCA input format:
```
! RIJCOSX wB97M-V def2-TZVPD def2/J DEFGRID3
* xyz 0 1
Cl -1.831 0.002 -0.098
C 0.883 -1.056 -0.121
C 0.885 1.070 -0.092
C -0.049 -0.009 0.526
C 2.027 0.006 -0.070
H 1.011 1.914 0.553
H 0.565 -1.332 -1.169
H 0.651 1.384 -1.150
H 1.152 -1.953 0.467
H 2.739 0.045 -0.972
H 2.670 -0.033 0.861
H -0.140 -0.117 1.611
*
```

Atom charges from the natural (NBO) analysis, given in e for atoms 1 to 6: -0.14 -0.42 -0.42 -0.13 -0.41 0.21

2.
Density functional theory data (ωB97M-V with the def2-TZVPD basis set) for an isolated molecule of C6H8 in a non-equilibrium geometry.

Computed properties:
HOMO energy, eV: -9.41
E_LUMO, eV: 1.04
Energy, Ha: -233.2896
SMILES: C=CCC#CC

The geometry in ORCA input format:
```
! RIJCOSX wB97M-V def2-TZVPD def2/J DEFGRID3
* xyz 0 1
C -0.385 -0.774 -0.380
C -0.493 -1.500 0.517
C 0.804 1.493 -0.296
C 0.412 2.772 -0.450
C 0.171 0.386 -1.195
C -0.625 -2.441 1.533
H -0.568 3.129 -0.915
H 1.675 1.097 0.266
H -0.619 0.828 -1.709
H 1.224 3.426 0.049
H -1.116 -1.979 2.360
H 0.295 -2.746 1.997
H -1.132 -3.438 1.439
H 0.941 0.065 -1.863
*
```

Atom charges from the natural (NBO) analysis, given in e for atoms 1 to 6: 0.00 -0.03 -0.15 -0.44 -0.48 -0.70

3.
Density functional theory data (ωB97M-V with the def2-TZVPD basis set) for a structure of composition C3H3O3Tb in a non-equilibrium geometry.

Computed properties:
HOMO energy (spin up / spin down), eV: -12.22 / -12.23
E_LUMO (spin up / spin down), eV: -4.46 / -5.92
Expectation value of S²: 15.77
Energy, Ha: -1165.9533

The geometry in ORCA input format:
```
! RIJCOSX wB97M-V def2-TZVPD def2/J DEFGRID3
* xyz 1 8
Tb 3.288 0.530 0.193
O 2.021 -1.365 0.102
O -0.228 -1.641 -0.025
O 0.749 0.379 -0.077
C 0.830 -1.022 -0.101
C -0.504 1.022 -0.206
C -1.566 0.322 0.291
H -1.586 0.033 1.343
H -2.467 0.262 -0.320
H -0.537 1.477 -1.200
*
```

Atom charges from the Mulliken analysis, given in e for atoms 1 to 6: 1.41 -0.87 -0.50 -0.27 1.10 -0.22

4.
Density functional theory data (ωB97M-V with the def2-TZVPD basis set) for a cluster of 3 separate species, C5H16O2S in total in a non-equilibrium geometry.

Computed properties:
HOMO energy, eV: -8.14
E_LUMO, eV: 0.35
Energy, Ha: -748.7444
SMILES: CCCCSC.O.O

The geometry in ORCA input format:
```
! RIJCOSX wB97M-V def2-TZVPD def2/J DEFGRID3
* xyz 0 1
S -2.149 -0.499 -0.671
O 2.154 -0.842 -1.987
O 2.017 1.931 -2.139
C -1.553 0.465 -2.065
C -0.286 -1.523 2.866
C -0.207 0.382 1.087
C -1.694 0.490 0.797
C 0.276 -1.008 1.575
H 2.476 2.770 -2.209
H 2.901 -1.244 -1.550
H -0.128 -1.717 0.835
H 2.215 0.102 -1.865
H 0.267 -1.169 3.747
H -2.026 1.492 0.536
H -1.347 -1.284 2.940
H 0.091 1.089 1.875
H 0.468 0.647 0.271
H -2.284 0.052 1.593
H -2.356 0.985 -2.572
H 1.355 -1.060 1.448
H -0.724 1.151 -1.864
H -0.257 -2.606 3.031
H -0.989 -0.278 -2.641
H 1.780 1.674 -3.039
*
```

Atom charges from the natural (NBO) analysis, given in e for atoms 1 to 6: 0.17 -0.96 -0.96 -0.78 -0.61 -0.42

5.
Density functional theory data (ωB97M-V with the def2-TZVPD basis set) for an isolated molecule of C10H15N3O in a non-equilibrium geometry.

Computed properties:
HOMO energy, eV: -7.74
E_LUMO, eV: 0.76
Energy, Ha: -629.5035
SMILES: COc1cncc(N2CCNCC2)c1

The geometry in ORCA input format:
```
! RIJCOSX wB97M-V def2-TZVPD def2/J DEFGRID3
* xyz 0 1
O -3.400 0.162 1.313
N -0.878 -2.371 0.872
N 1.342 0.512 0.130
N 2.825 0.485 -2.322
C -3.600 1.595 1.188
C -2.036 -1.770 1.197
C 0.150 -1.601 0.569
C 0.140 -0.212 0.366
C 2.574 -0.146 0.024
C -1.087 0.438 0.675
C -2.157 -0.359 1.101
C 1.370 1.690 -0.785
C 2.847 -0.653 -1.357
C 1.550 1.203 -2.227
H -2.866 -2.369 1.500
H 1.433 1.998 -2.953
H -4.720 1.708 1.357
H 3.842 -1.051 -1.338
H -3.350 1.995 0.168
H 2.175 -1.455 -1.581
H -3.022 2.121 1.975
H 0.605 0.555 -2.411
H 1.027 -2.174 0.289
H 3.017 0.175 -3.236
H 3.331 0.591 0.354
H 2.267 2.262 -0.490
H -1.174 1.503 0.496
H 0.455 2.338 -0.633
H 2.652 -0.966 0.727
*
```

Atom charges from the natural (NBO) analysis, given in e for atoms 1 to 6: -0.50 -0.37 -0.43 -0.62 -0.27 -0.06

6.
Density functional theory data (ωB97M-V with the def2-TZVPD basis set) for the ion C6H7Cl3NO with charge +1 in a non-equilibrium geometry.

Computed properties:
HOMO energy, eV: -13.75
E_LUMO, eV: -3.97
Energy, Ha: -1743.0255
SMILES: C[NH+](C)C1=C(Cl)C(=O)C1(Cl)Cl

The geometry in ORCA input format:
```
! RIJCOSX wB97M-V def2-TZVPD def2/J DEFGRID3
* xyz 1 1
Cl 2.451 -1.397 1.575
Cl 2.350 -1.464 -1.454
Cl 0.471 2.938 -0.162
O 3.495 1.435 -0.173
N -0.761 -0.511 0.208
C -1.485 -0.800 -1.123
C 0.468 0.143 0.093
C -1.661 0.374 1.078
C 2.487 0.871 -0.090
C 2.021 -0.670 -0.003
C 0.989 1.369 -0.068
H -2.303 -1.343 -0.782
H -1.859 1.325 0.628
H -1.459 0.195 -1.512
H -1.140 0.471 2.081
H -2.591 -0.168 0.974
H -0.870 -1.303 -1.868
H -0.601 -1.465 0.597
*
```

Atom charges from the natural (NBO) analysis, given in e for atoms 1 to 6: 0.05 0.13 0.17 -0.40 -0.39 -0.39

7.
Density functional theory data (ωB97M-V with the def2-TZVPD basis set) for an isolated molecule of C26H29N5O3S.

Computed properties:
HOMO energy, eV: -8.07
E_LUMO, eV: 0.27
Energy, Ha: -1905.8859
SMILES: CCCc1cc(=O)[nH]c(SCC(=O)c2cc(C)n(-c3c(C)n(C)n(-c4ccccc4)c3=O)c2C)n1

The geometry in ORCA input format:
```
! RIJCOSX wB97M-V def2-TZVPD def2/J DEFGRID3
* xyz 0 1
S -5.536 2.521 0.814
O -7.481 -1.950 1.430
O -3.023 1.867 2.188
O 3.180 2.104 -0.369
N 3.829 -0.055 0.151
N 0.378 0.921 -0.136
N -4.372 0.273 0.141
N 3.177 -1.236 0.492
N -6.485 0.059 1.097
C -3.870 2.908 0.212
C 5.938 1.005 -0.314
C -0.401 0.531 2.207
C -3.321 -0.479 -2.797
C 1.614 0.282 0.009
C 7.811 0.689 1.157
C 0.804 1.574 -2.511
C -3.159 -1.801 -2.060
C 5.719 -0.380 1.648
C -0.565 1.061 0.833
C -5.437 0.789 0.663
C -0.039 1.555 -1.288
C 7.041 -0.129 1.966
C 0.863 -2.138 0.473
C 7.253 1.262 0.026
C 3.820 -2.503 0.251
C -1.628 1.780 0.293
C 5.169 0.177 0.497
C -3.022 -1.600 -0.545
C -2.832 2.123 1.015
C 1.838 -1.030 0.321
C -6.508 -1.348 1.032
C -1.271 2.084 -1.054
C -4.291 -1.079 0.058
C -5.300 -1.893 0.472
C 2.898 0.952 -0.110
H 7.847 1.911 -0.600
H -2.766 -2.551 -0.076
H -4.019 -2.445 -2.259
H 5.493 1.454 -1.186
H -0.139 -1.774 0.265
H 4.897 -2.381 0.343
H -4.211 0.040 -2.453
H -1.846 2.644 -1.764
H 1.092 -2.947 -0.220
H -2.265 -2.313 -2.426
H -7.292 0.513 1.509
H -2.236 -0.868 -0.354
H -5.228 -2.966 0.404
H 3.481 -3.225 0.993
H -2.461 0.162 -2.614
H 1.075 0.562 -2.814
H 1.722 2.131 -2.326
H 7.465 -0.564 2.859
H -3.732 3.978 0.370
H 0.653 0.402 2.449
H -3.833 2.673 -0.847
H 8.840 0.887 1.413
H 0.890 -2.541 1.484
H -0.859 1.222 2.910
H 5.109 -0.989 2.300
H -0.912 -0.426 2.322
H -3.410 -0.648 -3.868
H 3.596 -2.885 -0.751
H 0.261 2.051 -3.322
*
```

Atom charges from the natural (NBO) analysis, given in e for atoms 1 to 6: 0.30 -0.61 -0.59 -0.63 -0.28 -0.36

8.
Density functional theory data (ωB97M-V with the def2-TZVPD basis set) for a cluster of 11 separate species, C11H44O11 in total in a non-equilibrium geometry.

Computed properties:
HOMO energy (spin up / spin down), eV: -12.33 / -12.07
E_LUMO (spin up / spin down), eV: -2.26 / -9.24
Expectation value of S²: 0.76
Energy, Ha: -1272.5686

The geometry in ORCA input format:
```
! RIJCOSX wB97M-V def2-TZVPD def2/J DEFGRID3
* xyz 1 2
O 3.314 -3.487 0.352
O -5.048 2.006 -0.903
O -3.348 -2.042 -0.614
O 2.246 -3.909 -2.454
O 4.360 3.747 2.012
O 0.097 -0.825 5.013
O 2.775 -0.062 4.798
O -3.029 0.430 -3.798
O 0.675 0.450 0.586
O 0.189 3.101 -0.272
O 2.062 -1.735 -4.554
C -0.793 3.857 0.392
C 3.117 3.801 1.380
C -3.433 -2.211 0.814
C -0.249 -0.349 -0.065
C 3.079 0.515 3.553
C 0.791 -1.242 -4.098
C 3.526 -2.092 0.202
C 0.906 -4.255 -2.103
C -0.849 -0.848 3.983
C -4.414 1.597 0.253
C -1.921 1.364 -3.759
H -2.824 -3.053 1.143
H -2.991 -1.333 1.284
H -3.401 2.001 0.283
H -5.902 1.572 -0.966
H 0.362 3.522 -1.117
H -0.430 -0.262 3.165
H -1.041 -1.882 3.696
H 0.645 1.367 0.304
H 4.139 0.696 3.373
H -0.129 -1.556 5.593
H 0.883 -5.003 -1.311
H 4.016 -1.900 -0.752
H 4.179 -1.743 1.003
H -1.365 1.192 -4.681
H -1.576 4.210 -0.279
H 3.031 4.739 0.829
H 2.823 -3.822 -0.402
H -1.216 3.160 1.116
H 2.034 -1.440 -5.467
H 0.734 -0.155 -4.041
H 2.561 1.473 3.587
H 2.996 2.964 0.693
H 0.468 -4.772 -2.957
H -3.756 0.936 -4.169
H -1.832 -0.435 4.211
H 2.637 -1.461 0.230
H -0.419 4.766 0.863
H -4.377 0.509 0.301
H -1.348 1.094 -2.872
H -2.240 2.405 -3.720
H 2.283 -3.258 -3.159
H -5.007 1.961 1.092
H 4.329 4.358 2.752
H -4.085 -1.487 -0.876
H 0.614 -1.661 -3.107
H 0.324 -3.373 -1.839
H -0.233 -1.369 0.321
H 2.325 3.788 2.129
H 1.828 -0.190 4.897
H -4.438 -2.365 1.206
H 2.726 -0.064 2.699
H -0.108 -0.373 -1.145
H -0.015 -1.581 -4.749
H -1.259 0.016 0.120
*
```

Atom charges from the natural (NBO) analysis, given in e for atoms 1 to 6: -0.59 -0.72 -0.72 -0.77 -0.72 -0.75

Molar mass (computed, g/mol): 90.553 80.130 245.979 140.248 193.250 215.487 491.617 352.462
Energy above the lowest of the compared OMol25 structures with the same formula, charge and spin (computed, eV): 0.392 2.652 1.279 0.762 0.684 0.585 1.324 0.035